ORCA calculation (ωB97M-V/def2-TZVPD) on the ion C4H5N4O with charge +1 in a non-equilibrium geometry.

Structure (XYZ):
```
14
Properties=species:S:1:pos:R:3:forces:R:3:lowdin_charge:R:1
N 1.2425 0.8453 -1.8434 0.36 -0.77 0.20 0.2142
C 1.3152 -0.1031 -1.1907 -0.78 0.43 0.10 -0.1507
C 1.0866 -1.0806 -0.0636 5.71 3.43 -2.80 -0.1010
N 0.2521 -0.4750 0.8577 -0.64 -3.06 3.32 -0.0080
C 0.2008 0.9376 1.1966 1.92 2.63 -1.20 0.0529
C -0.8792 0.4156 0.4641 -1.52 0.43 -1.31 -0.1767
N -1.7767 0.3687 -0.3463 -0.55 -0.40 1.52 0.2063
N -2.3163 0.4298 -1.6009 2.91 0.73 -1.25 -0.0155
O -3.3957 0.1860 -1.8447 -2.51 -0.54 0.21 0.1554
H 0.7311 -1.9301 -0.4842 -1.26 -2.91 -0.72 0.1126
H 2.1398 -1.1768 0.3526 -1.29 -0.54 -0.15 0.1822
H 0.3279 -1.1562 1.6386 -1.36 0.93 0.18 0.2249
H 0.0789 1.2143 2.1997 -0.06 -0.06 1.50 0.1367
H 0.9930 1.5244 0.6645 -0.94 -0.28 0.39 0.1667
```
Positions in Å, forces in eV/Å.

## Properties
LUMO energy (spin up / spin down) = -4.856 / -4.856 eV
Calculated total energy = -449.16344 hartree
SMILES = N#CC[N@H+]1C/C1=N/N=O
Energy above the lowest of the compared OMol25 structures with the same formula, charge and spin = 120.81 kcal/mol
Kohn-Sham gap (spin up / spin down) = 9.7 / 9.7 eV
Charge = +1